Entry 1:
{"formula": "C4H5NO4S", "method": "the ωB97M-V functional and the def2-TZVPD basis", "lumo_ev": 0.3, "e_homo_ev": -10.6, "total_charge": 0, "energy_ev": -24742.055, "gap_ev": 11.0, "e_above_lowest_kj_mol": 0.00, "symbols": ["C", "C", "C", "C", "N", "O", "O", "O", "O", "S", "H", "H", "H", "H", "H"], "xyz": [[-0.3936, 1.9873, 0.1072], [-1.2315, 0.2720, -0.4624], [-1.8136, 1.6499, -0.1584], [0.9932, -2.1362, 0.3237], [0.0274, 0.6817, -0.0596], [0.1679, 3.0156, 0.3141], [-1.5601, -0.8502, -0.7279], [2.3938, 0.0371, 1.0141], [2.0298, -0.4356, -1.3879], [1.5419, -0.4004, -0.0230], [-2.2822, 1.7286, 0.8206], [-2.3012, 2.2082, -1.0497], [0.2974, -2.3517, 1.2664], [0.3679, -2.5291, -0.3955], [1.7630, -2.8772, 0.4184]], "forces_ev_per_angstrom": [[1.369, 2.727, -0.019], [-0.481, -1.935, 0.864], [-1.194, 0.574, -1.859], [-2.042, 0.335, 3.457], [2.185, -2.515, -0.015], [0.261, -0.212, 0.270], [-0.565, 0.574, -0.463], [-0.147, 0.581, 0.786], [-0.948, 0.275, 1.434], [-0.072, -1.246, -2.192], [-0.808, -0.185, -0.343], [0.647, -0.893, 1.831], [1.692, 1.376, -1.517], [-1.239, -0.023, -2.274], [1.340, 0.567, 0.039]], "mulliken_charge": [0.280, 0.330, -0.146, -0.993, 0.014, -0.545, -0.554, -0.552, -0.585, 1.138, 0.238, 0.263, 0.323, 0.412, 0.376]}

---

Entry 2:
{"formula": "C4H5NOS", "method": "the ωB97M-V functional and the def2-TZVPD basis", "lumo_ev": [0.6, 0.6], "e_homo_ev": [-8.3, -8.3], "total_charge": 0, "energy_ev": -18599.139, "gap_ev": [8.9, 8.9], "e_above_lowest_kj_mol": 268.23, "symbols": ["C", "C", "C", "C", "N", "O", "S", "H", "H", "H", "H", "H"], "xyz": [[0.8320, -1.5032, 0.1429], [1.8863, -0.6766, -0.0557], [-0.2685, 0.4740, -0.0747], [-1.3556, 1.4870, -0.0293], [-0.3825, -0.8340, 0.0595], [-1.4491, -1.4756, 0.1515], [1.4318, 0.9562, -0.2390], [1.0831, -2.5912, 0.3102], [2.9496, -1.0611, -0.0336], [-1.7809, 1.7308, 0.9789], [-0.7715, 2.2779, -0.4423], [-2.1748, 1.2157, -0.7684]], "forces_ev_per_angstrom": [[2.646, -0.471, -0.401], [1.363, -1.060, 0.380], [1.065, 0.189, 0.407], [-0.719, -0.991, -0.777], [0.791, -0.463, 0.402], [-1.832, -0.444, 0.169], [-1.152, -0.515, 0.137], [-1.567, 1.354, -0.225], [-1.458, 0.892, -0.126], [0.507, -0.389, -0.904], [-0.507, 1.573, -0.119], [0.863, 0.325, 1.058]], "mulliken_charge": [-0.429, -0.187, 0.357, -0.896, 0.547, -0.753, -0.138, 0.334, 0.312, 0.248, 0.339, 0.265]}

---

Entry 3:
{"formula": "C4H5NOS", "method": "the ωB97M-V functional and the def2-TZVPD basis", "lumo_ev": -0.6, "e_homo_ev": -9.5, "total_charge": 0, "energy_ev": -18595.555, "gap_ev": 8.8, "e_above_lowest_kj_mol": 613.98, "symbols": ["C", "C", "C", "C", "N", "O", "S", "H", "H", "H", "H", "H"], "xyz": [[-0.1536, 1.7742, 0.0167], [0.9047, 0.7449, -0.0773], [-1.3781, 1.2558, -0.1404], [0.3038, -0.4413, -0.0200], [1.5765, -2.1951, -0.2358], [-2.2888, -1.0033, 0.6969], [-1.3770, -0.5478, -0.3774], [0.2853, 2.7552, 0.3312], [1.8278, 1.0564, -0.3357], [-2.3588, 1.5572, -0.3124], [0.7823, -2.7048, -0.2539], [1.8758, -2.2514, 0.7081]], "forces_ev_per_angstrom": [[0.440, 0.620, 0.498], [-4.414, -1.146, 0.365], [1.492, -0.395, -0.808], [5.021, -3.846, -0.021], [0.243, 5.565, -0.884], [0.196, -0.622, -0.096], [-0.545, 1.169, 0.378], [-1.435, -0.453, -0.675], [3.254, 0.267, -0.275], [-1.325, 1.350, 0.433], [-3.292, -2.676, -0.258], [0.365, 0.167, 1.342]], "mulliken_charge": [-0.265, -0.212, -0.404, -0.043, -0.563, -0.571, 0.360, 0.305, 0.456, 0.432, 0.257, 0.247]}

---

Entry 4:
{"formula": "C4H5NOS", "method": "the ωB97M-V functional and the def2-TZVPD basis", "lumo_ev": 0.8, "e_homo_ev": -8.6, "total_charge": 0, "energy_ev": -18600.336, "smiles": "S/N=C1\\CC=CO1", "gap_ev": 9.5, "e_above_lowest_kj_mol": 152.74, "symbols": ["C", "C", "C", "C", "H", "H", "H", "H", "H", "N", "O", "S"], "xyz": [[-0.1726, 0.7153, 0.1067], [0.4249, -0.6197, -0.3758], [-0.5486, -1.5530, 0.2390], [-1.4005, -0.8623, 0.9873], [1.8172, 3.2149, -1.0973], [1.4366, -0.6839, 0.0564], [0.4891, -0.5879, -1.4402], [-0.5196, -2.6022, 0.1405], [-2.2124, -1.2625, 1.6109], [0.2698, 1.8941, -0.0750], [-1.2542, 0.4836, 0.9619], [1.6703, 1.8634, -1.1143]], "forces_ev_per_angstrom": [[0.763, 0.392, 0.333], [-0.571, 1.318, 1.326], [-0.114, 0.360, 0.270], [-0.741, -1.550, 0.252], [-0.014, -0.568, -0.045], [-0.126, -0.119, -0.257], [0.110, -0.285, -0.904], [-0.082, -0.896, 0.001], [0.453, 0.486, -0.361], [0.001, -0.963, -0.387], [0.820, 0.853, -0.691], [-0.498, 0.971, 0.464]], "mulliken_charge": [0.560, -0.468, -0.511, -0.216, 0.169, 0.324, 0.394, 0.393, 0.390, -0.514, -0.355, -0.166]}

---

Entry 5:
{"formula": "C4H5NOS2", "method": "the ωB97M-V functional and the def2-TZVPD basis", "lumo_ev": -0.3, "e_homo_ev": -8.9, "total_charge": 0, "energy_ev": -29433.041, "smiles": "CSc1cc(S)on1", "gap_ev": 8.6, "e_above_lowest_kj_mol": 391.05, "symbols": ["C", "C", "C", "C", "H", "H", "H", "H", "H", "N", "O", "S", "S"], "xyz": [[-2.9008, 0.4136, -0.1140], [-0.0220, -0.3426, 0.0937], [1.1843, -1.0746, -0.1560], [2.1562, -0.2331, -0.1350], [-2.6773, 0.9283, -1.1129], [-3.8168, -0.1911, -0.2143], [-3.2962, 1.1457, 0.8002], [1.3354, -2.0319, -0.2860], [4.0730, 0.8564, 1.0348], [0.1902, 0.9498, 0.0789], [1.6130, 1.0441, -0.0996], [-1.6551, -1.0040, 0.1112], [3.8160, -0.4605, -0.0011]], "forces_ev_per_angstrom": [[-0.680, 0.826, 0.652], [-0.709, 1.157, -1.394], [-3.246, 0.964, 0.886], [-0.397, 4.493, 0.227], [-0.353, -0.467, 1.796], [0.388, 0.021, -0.428], [2.112, -1.732, -2.233], [0.191, -4.914, -0.222], [-0.711, -3.142, -2.490], [1.513, -0.985, 0.075], [0.140, -0.121, 0.606], [-0.731, 0.857, 0.412], [2.483, 3.042, 2.114]], "mulliken_charge": [-0.781, 0.507, -0.501, 0.203, 0.275, 0.301, 0.279, 0.512, 0.185, -0.358, -0.210, -0.096, -0.319]}

---

Entry 6:
{"formula": "C4H5NOS2", "method": "the ωB97M-V functional and the def2-TZVPD basis", "lumo_ev": -0.9, "e_homo_ev": -8.0, "total_charge": 0, "energy_ev": -29432.153, "gap_ev": 7.0, "e_above_lowest_kj_mol": 476.70, "symbols": ["C", "C", "C", "C", "H", "H", "H", "H", "H", "N", "O", "S", "S"], "xyz": [[-1.8918, -0.2387, -0.0780], [-0.9050, -1.3072, 0.0568], [0.3529, -0.8235, -0.1120], [-1.1588, 0.8821, -0.2088], [-3.5213, -1.0317, 0.5894], [-1.1510, -2.4096, 0.2792], [1.7667, -2.6355, 1.5019], [0.5371, 2.1233, 1.5284], [-1.4217, 2.0003, -0.4367], [0.1648, 0.6186, -0.3127], [-3.2854, -0.1195, 0.0888], [1.8894, -1.5472, -0.0887], [1.2691, 2.0162, 0.0929]], "forces_ev_per_angstrom": [[0.108, 0.192, 1.111], [-2.399, -2.245, 0.091], [-0.768, 2.904, 0.212], [-0.456, 3.815, -1.692], [0.352, 3.249, -1.761], [0.496, 1.933, -0.599], [0.217, 2.353, -3.060], [1.980, 0.048, -3.083], [0.001, -2.554, 0.713], [2.369, -0.511, 0.656], [0.715, -4.560, 1.594], [0.454, -2.487, 2.920], [-3.068, -2.138, 2.897]], "mulliken_charge": [0.501, -0.048, -0.403, -0.269, 0.349, 0.256, 0.104, 0.187, 0.346, -0.058, -0.553, -0.295, -0.118]}

---

Entry 7:
{"formula": "C4H5NOS2", "method": "the ωB97M-V functional and the def2-TZVPD basis", "lumo_ev": 0.5, "e_homo_ev": -9.4, "total_charge": 0, "energy_ev": -29434.777, "smiles": "C#C[C@H](S)C(=O)NS", "gap_ev": 9.9, "e_above_lowest_kj_mol": 223.58, "symbols": ["C", "C", "C", "C", "H", "H", "H", "H", "H", "N", "O", "S", "S"], "xyz": [[-0.1772, 1.2636, 0.3729], [0.2134, 0.5826, -0.9524], [-0.6379, -0.5865, -1.2147], [-1.2981, -1.5788, -1.3414], [-0.2615, -1.7214, 1.9399], [-0.1292, 1.2451, 2.4059], [-0.0422, 1.3121, -1.6715], [2.2143, -0.6691, -0.5336], [-1.9592, -2.3960, -1.4743], [0.0077, 0.6302, 1.5851], [-0.6486, 2.3648, 0.3083], [0.7886, -0.8127, 1.9023], [1.9299, 0.3661, -1.3266]], "forces_ev_per_angstrom": [[0.464, -0.327, -0.324], [-1.024, -1.211, 0.711], [0.370, -0.193, 0.364], [-0.090, 0.341, -0.036], [0.527, 0.838, -0.102], [-0.114, -0.505, -0.940], [-0.473, 1.006, -0.742], [-0.121, -0.111, 0.112], [-0.010, -0.186, -0.051], [-0.226, 0.793, 0.774], [-0.266, 0.625, 0.372], [-0.190, -1.064, -0.051], [1.153, -0.005, -0.086]], "mulliken_charge": [0.541, 0.008, -0.654, 0.053, 0.150, 0.296, 0.181, 0.120, 0.457, -0.254, -0.559, -0.169, -0.169]}

---

Entry 8:
{"formula": "C4H5NS2", "method": "the ωB97M-V functional and the def2-TZVPD basis", "lumo_ev": [-0.4, -0.4], "e_homo_ev": [-7.4, -7.5], "total_charge": 0, "energy_ev": -27385.244, "gap_ev": [7.0, 7.0], "e_above_lowest_kj_mol": 431.50, "symbols": ["C", "C", "C", "C", "N", "S", "S", "H", "H", "H", "H", "H"], "xyz": [[1.4839, 0.6791, 1.6783], [0.9188, -0.6519, 1.2923], [1.3439, 1.9455, 1.2660], [-1.7180, -0.6801, -1.8958], [-0.7736, -0.3789, -0.8165], [1.2952, 3.4638, 0.8900], [-0.0323, -1.3969, 0.0902], [2.3231, 0.6251, 2.3824], [1.4058, -1.4188, 1.7787], [-1.6610, 0.0849, -2.7507], [-1.8043, -1.7950, -2.2669], [-2.7815, -0.4767, -1.6479]], "forces_ev_per_angstrom": [[-0.459, -0.078, -0.951], [-1.142, 1.802, -2.161], [-0.280, -0.484, -0.093], [-1.071, -0.950, -0.984], [-0.093, 0.349, -0.204], [-0.052, -1.004, 0.207], [0.481, 1.746, 0.924], [-0.347, -0.183, -0.040], [0.819, -1.757, 1.041], [0.859, -1.406, 0.992], [0.766, 2.045, 0.429], [0.519, -0.081, 0.840]], "mulliken_charge": [-0.059, -0.368, 0.154, -0.638, -0.283, -0.314, 0.186, 0.262, 0.343, 0.241, 0.223, 0.254]}

---

Entry 9:
{"formula": "C4H5NaO2", "method": "the ωB97M-V functional and the def2-TZVPD basis", "lumo_ev": -0.5, "e_homo_ev": -6.8, "total_charge": 0, "energy_ev": -12737.607, "gap_ev": 6.3, "e_above_lowest_kj_mol": 160.90, "symbols": ["H", "O", "C", "C", "C", "C", "O", "Na", "H", "H", "H", "H"], "xyz": [[-2.1620, 1.6109, -1.2160], [1.6419, -1.8630, 0.8952], [1.4983, -0.5703, 0.3642], [0.4108, 0.1304, 0.6939], [-0.1957, 0.9897, -0.3897], [-1.6790, 0.8698, -0.5429], [-2.3839, 0.1515, 0.1466], [-1.1706, -1.3574, 1.9519], [1.7514, -2.5004, 0.1848], [2.1263, -0.4133, -0.5298], [0.2216, 0.8881, -1.4151], [-0.0592, 2.0640, -0.1431]], "forces_ev_per_angstrom": [[0.124, -0.367, -0.182], [0.862, -0.547, 1.320], [-1.928, 0.088, -1.267], [-0.286, -1.254, -0.674], [0.909, 1.133, 0.463], [-0.245, 0.058, 1.363], [0.027, 0.010, -0.543], [0.500, 0.679, -0.608], [0.189, 0.301, -0.116], [-0.020, -0.027, 0.263], [0.079, -0.042, 0.257], [-0.211, -0.031, -0.276]], "mulliken_charge": [0.337, -0.545, -0.233, -0.650, -0.423, 0.049, -0.511, 0.802, 0.294, 0.327, 0.322, 0.233]}

---

Entry 10:
{"formula": "C4H5NaO2", "method": "the ωB97M-V functional and the def2-TZVPD basis", "lumo_ev": -0.5, "e_homo_ev": -6.8, "total_charge": 0, "energy_ev": -12737.578, "gap_ev": 6.3, "e_above_lowest_kj_mol": 163.63, "symbols": ["H", "O", "C", "C", "C", "C", "O", "Na", "H", "H", "H", "H"], "xyz": [[-1.1364, 2.7666, 0.0161], [0.5793, -2.5207, 0.3112], [0.6030, -1.3940, -0.5362], [0.7791, -0.1976, 0.0280], [0.0060, 0.9554, -0.5620], [-0.7158, 1.8209, 0.4239], [-0.7160, 1.6411, 1.6286], [0.6924, -0.8017, 2.4730], [-0.2059, -3.0482, 0.1420], [0.1536, -1.6003, -1.5226], [-0.7448, 0.7162, -1.3472], [0.7054, 1.6624, -1.0547]], "forces_ev_per_angstrom": [[-0.249, -0.323, -0.005], [1.130, -1.116, 0.518], [-1.578, 1.524, 0.517], [-1.248, -0.859, 0.455], [1.197, 0.269, -0.963], [1.023, 0.047, 0.995], [-0.441, 0.057, -0.451], [-0.033, 0.326, -1.043], [0.101, 0.110, -0.350], [0.168, -0.055, 0.208], [0.255, -0.121, 0.111], [-0.325, 0.142, 0.008]], "mulliken_charge": [0.331, -0.558, -0.128, -0.745, -0.401, 0.012, -0.484, 0.795, 0.295, 0.326, 0.318, 0.239]}